1.
This record from OMol25 describes the molecule C25H21NO5S. The level of theory is ωB97M-V/def2-TZVPD.

The calculation puts the molar mass at 447.51 g mol⁻¹. Its SMILES is Cc1sc(NC(=O)c2cc3ccccc3oc2=O)c(C(=O)OC(C)C)c1-c1ccccc1. Its lowest unoccupied orbital energy is -1.000 eV. The gap between HOMO and LUMO is 6.8 eV. The value obtained for the HOMO energy is -7.77 eV.

```
! RIJCOSX wB97M-V def2-TZVPD def2/J DEFGRID3
* xyz 0 1
C 1.932 -3.307 3.431
C 1.165 -2.471 2.470
S 1.966 -1.181 1.616
C 0.488 -0.748 0.833
N 0.474 0.275 -0.081
C 1.598 0.971 -0.369
O 2.667 0.730 0.177
C 1.481 2.051 -1.384
C 2.590 2.797 -1.642
C 2.565 3.846 -2.602
C 3.671 4.651 -2.910
C 3.561 5.645 -3.853
C 2.350 5.860 -4.510
C 1.247 5.083 -4.227
C 1.351 4.074 -3.272
O 0.255 3.325 -3.013
C 0.240 2.317 -2.104
O -0.804 1.717 -1.966
C -0.563 -1.561 1.205
C -1.915 -1.504 0.636
O -2.701 -2.420 0.631
O -2.179 -0.296 0.107
C -3.448 -0.117 -0.545
C -3.784 1.364 -0.454
C -3.343 -0.587 -1.991
C -0.159 -2.554 2.153
C -1.091 -3.515 2.761
C -0.868 -4.883 2.654
C -1.741 -5.781 3.240
C -2.840 -5.323 3.944
C -3.066 -3.961 4.058
C -2.197 -3.061 3.472
H 2.557 -4.027 2.901
H 1.252 -3.853 4.082
H 2.587 -2.683 4.036
H -0.413 0.501 -0.538
H 3.500 2.579 -1.100
H 4.602 4.473 -2.394
H 4.413 6.263 -4.089
H 2.274 6.642 -5.249
H 0.303 5.235 -4.725
H -4.187 -0.724 -0.007
H -4.753 1.550 -0.906
H -3.809 1.684 0.585
H -3.025 1.934 -0.983
H -3.078 -1.641 -2.022
H -2.580 -0.007 -2.504
H -4.296 -0.451 -2.493
H -0.017 -5.239 2.092
H -1.563 -6.843 3.144
H -3.523 -6.025 4.400
H -3.924 -3.599 4.607
H -2.369 -1.998 3.564
*
```

Atomic partial charges in e from the Löwdin method, atoms 1 to 4: C -0.09; C -0.50; S 1.18; C -0.40

2.
This record from OMol25 describes the molecule C25H21NO6S. The level of theory is ωB97M-V/def2-TZVPD.

The calculation puts the molar mass at 463.51 g mol⁻¹. Its SMILES is CCc1cccc(C)c1NC(=O)COC(=O)c1ccc2c(c1)S(=O)(=O)c1ccccc1C2=O. As for the relative energy (zero: lowest compared OMol25 entry of this formula, charge and spin): 59.7 kJ/mol. Its lowest unoccupied orbital energy is -1.364 eV. The gap between HOMO and LUMO is 7.4 eV. The value obtained for the HOMO energy is -8.80 eV.

```
! RIJCOSX wB97M-V def2-TZVPD def2/J DEFGRID3
* xyz 0 1
C -4.004 -3.107 -0.875
C -4.930 -2.369 0.095
C -4.283 -2.178 1.440
C -4.496 -3.105 2.449
C -3.904 -2.950 3.689
C -3.076 -1.870 3.925
C -2.826 -0.926 2.936
C -1.893 0.212 3.202
C -3.451 -1.085 1.697
N -3.216 -0.162 0.649
C -3.400 1.170 0.713
O -3.840 1.783 1.657
C -2.991 1.886 -0.594
O -1.601 1.744 -0.875
C -1.197 0.667 -1.537
O -1.933 -0.231 -1.887
C 0.265 0.672 -1.799
C 0.797 -0.322 -2.620
C 2.153 -0.362 -2.873
C 3.008 0.586 -2.304
C 2.460 1.576 -1.496
C 1.107 1.633 -1.242
S 3.520 2.873 -0.855
O 3.051 3.280 0.439
O 3.648 3.877 -1.874
C 5.093 2.035 -0.696
C 6.002 2.486 0.239
C 7.257 1.902 0.314
C 7.597 0.882 -0.563
C 6.684 0.438 -1.501
C 5.410 1.007 -1.576
C 4.465 0.463 -2.584
O 4.862 -0.136 -3.561
H -3.699 -4.060 -0.449
H -4.521 -3.297 -1.813
H -3.109 -2.531 -1.095
H -5.215 -1.403 -0.328
H -5.842 -2.956 0.224
H -5.142 -3.951 2.260
H -4.084 -3.675 4.469
H -2.604 -1.755 4.890
H -1.310 0.025 4.100
H -1.213 0.363 2.364
H -2.459 1.134 3.336
H -3.009 -0.565 -0.259
H -3.581 1.492 -1.430
H -3.164 2.956 -0.473
H 0.128 -1.052 -3.051
H 2.580 -1.123 -3.510
H 0.724 2.416 -0.607
H 5.706 3.287 0.897
H 7.968 2.246 1.049
H 8.577 0.434 -0.515
H 6.933 -0.354 -2.191
*
```

Atomic partial charges in e from the Löwdin method, atoms 1 to 4: C -0.08; C -0.20; C -0.17; C -0.04

3.
This record from OMol25 describes a structure of composition C25H22AuN6O2S. The level of theory is ωB97M-V/def2-TZVPD.

The calculation puts the molar mass at 667.53 g mol⁻¹. As for the relative energy (zero: lowest compared OMol25 entry of this formula, charge and spin): 4.1 kJ/mol. Its lowest unoccupied orbital energy (alpha / beta) is -2.795 / -4.212 eV. The gap between HOMO and LUMO (alpha / beta) is 8.2 / 7.3 eV. The value obtained for the HOMO energy (alpha / beta) is -11.04 / -11.51 eV.

```
! RIJCOSX wB97M-V def2-TZVPD def2/J DEFGRID3
* xyz 1 3
Au -0.186 0.034 0.541
O 0.980 -2.314 3.803
C 0.853 -1.477 2.946
N -0.304 -0.918 2.459
C -1.520 -0.986 3.081
O -1.794 -1.487 4.144
C -2.623 -0.285 2.289
C -3.897 -0.203 2.816
C -4.882 0.438 2.082
C -4.566 0.978 0.845
C -3.272 0.855 0.379
N -2.328 0.234 1.089
C 2.100 -0.892 2.283
C 3.336 -1.077 2.870
C 4.444 -0.476 2.295
C 4.284 0.286 1.148
C 3.020 0.411 0.605
N 1.957 -0.174 1.160
H -4.078 -0.644 3.786
H -5.889 0.518 2.471
H -5.306 1.488 0.243
H -2.969 1.259 -0.579
H 3.396 -1.681 3.765
H 5.422 -0.593 2.742
H 5.121 0.782 0.676
H 2.839 0.992 -0.290
N -0.111 1.474 -2.601
C -0.056 2.394 -1.611
N -0.065 2.069 -0.348
C 0.004 3.206 0.473
C 0.014 3.216 1.861
C 0.091 4.438 2.508
C 0.157 5.635 1.792
C 0.149 5.630 0.407
C 0.072 4.402 -0.234
S 0.047 4.088 -1.951
H -0.344 0.525 -2.350
H -0.243 1.755 -3.556
H -0.037 2.289 2.421
H 0.100 4.463 3.589
H 0.215 6.577 2.320
H 0.201 6.554 -0.154
C 2.039 -1.516 -1.994
C 1.144 -2.445 -1.259
C 1.379 -3.850 -1.030
C 0.279 -4.314 -0.391
C -0.609 -3.182 -0.239
C -1.950 -3.213 0.392
N -0.059 -2.066 -0.771
H 2.021 -1.747 -3.063
H 3.075 -1.620 -1.667
H 1.728 -0.480 -1.862
H 2.260 -4.396 -1.331
H 0.073 -5.318 -0.054
H -2.506 -4.085 0.043
H -2.516 -2.312 0.166
H -1.857 -3.318 1.478
*
```

Atomic partial charges in e from the Löwdin method, atoms 1 to 4: Au 1.09; O 0.13; C -0.43; N 0.02